Record 1
DFT (wB97M-V/def2-TZVPD) results for C5H9NO4 in the gas phase at a distorted geometry.

Properties
ΔE to the lowest compared entry with this formula, charge and spin (kJ/mol): 500.2
HOMO (eV): -9.4
Net charge: 0
SMILES string: C#C[C@H](O)[C@H](O)[C@]([NH3+])([O-])O

Atoms and positions in Å:
1 C 1.892408 -0.003195 -3.146306
2 C 1.056524 0.058000 -2.274065
3 C 0.058340 0.186544 -1.201524
4 O -0.300117 1.541539 -0.991155
5 C 0.549621 -0.451615 0.110050
6 O 0.946566 -1.769480 -0.127965
7 C -0.510992 -0.496142 1.243467
8 N -0.723792 0.893284 1.823001
9 O -0.309139 -1.385572 2.128465
10 O -2.090586 -0.574715 0.725733
11 H 2.710400 -0.030904 -3.844679
12 H -0.860166 -0.333642 -1.508027
13 H 0.494871 2.083347 -0.937823
14 H 1.399390 0.153103 0.481441
15 H 0.837677 -2.210852 0.732265
16 H -0.089821 1.089296 2.594573
17 H -0.619262 1.653302 1.146149
18 H -1.937558 0.814618 1.735710
19 H -2.504361 -1.216911 1.310692

Cartesian forces (eV/Å) of the 2 atoms listed first:
C -0.3 0.2 0.8
C 0.8 0.0 -0.7

Record 2
DFT (wB97M-V/def2-TZVPD) results for C5H9NO4 in the gas phase at a distorted geometry.

Properties
ΔE to the lowest compared entry with this formula, charge and spin (kJ/mol): 214.3
HOMO (eV): -9.3
Net charge: 0
SMILES string: O=C[C@@H](CO)NCC(=O)O

Atoms and positions in Å:
1 O -1.699475 -2.443821 1.218871
2 C -1.283279 -1.370122 1.581937
3 C -0.425374 -0.464484 0.731878
4 C 0.914309 -0.241085 1.471921
5 O 1.682420 0.795527 0.902932
6 N -0.361866 -0.955739 -0.623252
7 C -0.523109 -0.008448 -1.691124
8 C 0.641988 0.954349 -1.891181
9 O 1.615340 0.701106 -2.557566
10 O 0.466541 2.229919 -1.427497
11 H -1.502483 -0.988121 2.602931
12 H -0.945453 0.513854 0.736978
13 H 0.714693 -0.040375 2.537609
14 H 1.522508 -1.152178 1.397979
15 H 1.199664 1.655440 0.941859
16 H 0.450124 -1.548506 -0.764257
17 H -1.448708 0.565562 -1.542159
18 H -0.637235 -0.541744 -2.650458
19 H -0.380603 2.338867 -0.977403

Cartesian forces (eV/Å) of the 2 atoms listed first:
O 0.3 0.7 0.4
C -0.5 -0.9 0.0

Record 3
DFT (wB97M-V/def2-TZVPD) results for a molecular structure, C5H9NO5P at a distorted geometry.

Properties
ΔE to the lowest compared entry with this formula, charge and spin (kJ/mol): 76.6
HOMO (eV): -13.1
Net charge: +1

Atoms and positions in Å:
1 C 0.522179 -0.674520 -1.484192
2 C -0.495331 -0.352030 1.336263
3 C -0.067614 -1.175054 -0.414701
4 C -1.097640 1.813565 0.536364
5 C -0.075236 1.042620 1.421357
6 N -0.610927 -2.515717 -0.292455
7 O 1.195990 -1.161033 -2.600639
8 O -0.942602 -1.240723 1.952905
9 O -2.314086 1.037438 0.389178
10 O 1.248906 1.458641 1.114850
11 O 2.804356 0.434818 -1.426473
12 P 1.560847 0.467402 -2.412304
13 H -1.325309 2.791137 0.818117
14 H -0.645975 1.982234 -0.412518
15 H -0.389281 1.394883 2.458859
16 H -1.250879 -2.808776 -1.117531
17 H -1.034953 -2.387389 0.663366
18 H -0.023732 -3.312581 -0.168657
19 H -2.558872 1.094999 -0.564485
20 H 2.034549 1.000931 1.585431
21 H 3.465610 1.109154 -1.382737

Cartesian forces (eV/Å) of the 2 atoms listed first:
C 1.2 0.5 -0.3
C 1.6 -3.2 -4.9